(1)
Formula: C3H3N3S
Source: OMol25
Level of theory: ωB97M-V/def2-TZVPD

SMILES string = [H]/N=C1\C=NC(=S)N1
Net charge = 0

Each line ends with the natural charge from an NBO analysis.
Geometry (Å):
C -0.7289 -0.2916 -0.0072  0.35
C 1.4820 -0.0523 -0.0354  0.21
C -0.4034 1.1658 0.0200  0.04
H -2.6327 -0.1024 0.1546  0.35
H 0.6990 -2.0015 0.1209  0.46
H -1.0444 2.0045 0.0214  0.22
N -1.8891 -0.8196 -0.0837  -0.59
N 0.4949 -0.9640 -0.0691  -0.62
N 0.8734 1.3015 -0.0989  -0.37
S 3.1489 -0.2404 -0.0226  -0.05

Cartesian forces, eV/Å:
-2.3 -0.2 0.0
2.2 1.8 -0.6
3.0 -1.8 -0.3
1.2 -1.0 -0.8
-0.8 2.4 -0.6
-0.9 0.5 0.0
-0.1 0.7 0.9
0.0 -1.8 0.6
-0.1 -0.6 0.5
-2.2 -0.1 0.1

=====

(2)
Formula: C26H43NO23Si2
Source: OMol25
Level of theory: ωB97M-V/def2-TZVPD

Net charge = 0

Each line ends with the Mulliken charge.
Geometry (Å):
C 3.1515 0.7031 1.0589  -0.52
N 2.4679 2.0429 1.2174  0.29
C 3.4439 3.1916 1.3494  -0.71
C 1.4009 2.2904 0.1746  0.06
O 1.0478 1.4626 -0.8168  -0.62
C 0.5132 3.7047 0.2701  0.00
Si -1.1342 3.4955 1.2529  0.42
C -0.8974 2.6195 2.9888  -0.85
O -2.4164 2.7876 0.2811  -0.30
Si -2.3794 1.0308 0.3083  0.60
H 4.2582 0.7394 1.5055  0.32
H 2.5742 -0.0683 1.7575  -0.07
H 3.2677 0.3302 -0.0449  0.27
H 3.2530 4.0926 0.6267  0.19
H 3.3747 3.5772 2.4750  0.25
H 4.5768 2.8777 1.2018  0.31
H 1.1302 4.6044 0.6932  0.37
H 0.2357 3.9547 -0.8631  -0.13
H -1.5873 4.8696 1.5900  -0.23
H -0.7811 3.4925 3.7944  0.33
H -1.8679 2.0278 3.2962  0.27
H 0.0891 1.9891 3.0488  0.17
H -1.0690 0.4861 0.7478  -0.11
H -3.4673 0.4042 1.0464  -0.17
H -2.5240 0.5866 -1.1019  -0.19
C 6.7035 -2.3628 1.3546  -0.42
C 5.9496 -3.6017 1.7146  -0.03
O 5.1478 -3.1895 2.8051  -0.32
C 5.0000 -1.8364 2.6999  0.71
O 4.2309 -1.1730 3.3753  -0.56
O 5.8239 -1.3232 1.7401  -0.30
H 6.9255 -2.3062 0.2854  0.31
H 7.6372 -2.2628 1.9179  0.27
H 5.2966 -3.9439 0.9048  0.12
H 6.6116 -4.4212 2.0078  0.34
C 0.8005 5.8732 -3.5864  -0.41
C 2.0922 5.2243 -3.9654  -0.29
O 3.0556 5.9760 -3.2520  -0.36
C 2.4106 6.5422 -2.1904  0.75
O 2.9699 7.1177 -1.2719  -0.61
O 1.0589 6.3797 -2.2904  -0.36
H -0.0316 5.1641 -3.5667  0.39
H 0.5420 6.7074 -4.2469  0.37
H 2.1467 4.1800 -3.6402  0.22
H 2.2819 5.2719 -5.0412  0.32
C 0.0842 -1.7015 4.2227  -0.42
C 0.3266 -2.9178 3.3890  -0.07
O -0.9684 -3.2664 2.9377  -0.28
C -1.7237 -2.1301 2.9830  0.65
O -2.8414 -2.0266 2.5059  -0.57
O -1.0649 -1.1252 3.6307  -0.29
H 0.9256 -1.0037 4.1957  0.29
H -0.1411 -1.9475 5.2657  0.24
H 0.9599 -2.7097 2.5202  0.05
H 0.7699 -3.7351 3.9644  0.36
C -3.9821 -5.5050 1.9163  -0.42
C -3.1830 -4.7432 0.9093  0.97
O -2.9033 -5.7113 -0.0840  -0.24
C -3.8680 -6.6721 0.0153  0.51
O -4.0331 -7.5687 -0.7949  -0.63
O -4.6241 -6.4978 1.1385  -0.33
H -4.7174 -4.8764 2.4262  0.32
H -3.3523 -5.9956 2.6657  0.30
H -3.7526 -3.9253 0.4556  0.30
H -2.2575 -4.3410 1.3305  -0.73
C 1.2860 -6.2330 0.0164  -0.49
C 0.4581 -5.0055 -0.1856  0.39
O 1.3123 -3.9625 0.2440  -0.21
C 2.5918 -4.4243 0.1283  0.57
O 3.5879 -3.7314 0.2517  -0.60
O 2.6108 -5.7618 -0.1441  -0.33
H 1.0604 -7.0127 -0.7163  0.33
H 1.1784 -6.6490 1.0236  0.30
H 0.2020 -4.8423 -1.2377  0.26
H -0.4616 -5.0220 0.4056  -0.38
C -6.5743 -6.6040 -3.6898  -0.35
C -6.0302 -6.0994 -2.3928  -0.03
O -5.8437 -4.7177 -2.6336  -0.25
C -6.6899 -4.3738 -3.6481  0.60
O -6.9143 -3.2274 -3.9992  -0.57
O -7.2527 -5.4795 -4.2174  -0.31
H -7.2619 -7.4433 -3.5547  0.31
H -5.7843 -6.8998 -4.3880  0.27
H -6.7383 -6.2220 -1.5664  0.25
H -5.0843 -6.5776 -2.1242  0.12
C 0.3133 10.7168 -2.7851  -0.34
C -0.5546 10.0657 -1.7575  -0.29
O -1.3138 9.1402 -2.5119  -0.30
C -0.5966 8.8649 -3.6404  0.73
O -0.8727 7.9802 -4.4333  -0.63
O 0.4699 9.7078 -3.7651  -0.31
H 1.2834 11.0181 -2.3804  0.30
H -0.1657 11.5866 -3.2467  0.29
H 0.0251 9.5188 -1.0064  0.25
H -1.2077 10.7813 -1.2506  0.30

Cartesian forces, eV/Å:
0.9 -1.2 1.0
-0.7 0.2 -3.6
0.9 1.3 1.3
-1.2 -1.7 -3.2
2.3 4.0 5.9
1.6 -0.7 -1.4
-0.9 -0.5 0.0
0.2 0.4 1.0
2.2 -1.6 1.8
0.1 1.4 -1.3
-2.6 0.2 -0.9
1.2 1.5 -1.9
-0.6 0.8 2.0
0.2 -1.8 1.4
0.2 -0.6 -2.5
-2.5 0.3 0.1
-1.1 -1.7 -0.7
0.6 -0.5 2.5
0.0 -0.1 -0.3
-0.2 -1.8 -1.7
2.1 0.9 -0.6
-2.1 0.9 -0.1
-0.1 0.3 0.3
-0.3 0.2 0.4
0.0 0.1 0.1
1.0 0.0 -0.6
0.5 -1.3 -0.7
-0.3 1.3 0.3
-1.3 0.9 1.1
1.5 -1.4 -1.3
-0.8 -0.1 0.8
-0.1 0.2 0.2
-0.1 0.1 0.0
0.5 0.1 0.4
-0.1 0.2 0.2
-0.8 -0.2 -1.0
0.0 -0.9 -0.8
-0.2 0.7 1.0
1.0 1.0 1.5
-1.2 -1.2 -1.8
1.1 0.3 0.6
0.1 0.2 0.2
0.2 -0.5 0.2
0.0 0.1 0.0
0.1 0.1 0.2
0.8 0.5 0.8
1.3 -0.5 -0.1
-0.9 0.5 -0.1
-1.9 0.7 -0.7
2.3 -0.4 1.0
-0.9 -0.8 -0.8
-0.2 0.0 0.0
0.0 0.0 -0.1
-0.1 0.0 0.1
-0.2 0.0 -0.2
-0.1 0.5 1.2
0.4 1.4 0.2
-0.6 -1.2 -0.3
-0.2 -1.5 -1.0
0.6 1.6 1.8
0.4 -0.4 -1.2
0.1 -0.2 -0.2
0.0 0.0 -0.1
0.1 -0.1 0.1
-0.2 -0.1 -0.2
-0.5 -1.1 0.0
-1.3 0.0 -0.3
1.3 -0.1 0.1
1.4 1.1 0.1
-2.6 -1.3 -0.5
0.4 1.2 0.1
0.2 0.1 0.1
0.0 0.0 -0.1
0.0 0.0 0.1
0.3 0.2 -0.1
-0.1 -1.0 -0.3
0.5 -0.7 0.7
-0.5 0.6 -0.8
-0.5 2.5 -0.7
0.5 -2.6 0.8
0.2 0.9 0.3
0.0 0.2 -0.1
0.0 0.0 0.1
0.0 0.0 -0.1
-0.4 0.3 -0.2
0.6 1.0 0.2
-0.1 0.3 1.2
0.4 -0.4 -1.1
-0.7 -1.3 -1.2
0.3 2.2 1.5
-0.7 -0.9 -0.1
-0.1 -0.2 -0.2
0.0 -0.1 0.0
0.0 0.0 -0.1
0.0 -0.2 -0.1

=====

(3)
Formula: C27H21BBrF4N5O2Ti
Source: OMol25
Level of theory: ωB97M-V/def2-TZVPD

Net charge = +2

Each line ends with the natural charge from an NBO analysis.
Geometry (Å):
Ti -1.2079 -0.1012 0.4034  1.81
N 1.9090 -0.5806 -2.9520  -0.52
C 0.6778 -0.5276 -2.4629  0.38
N 0.3329 -0.9662 -1.2858  -0.59
C 1.3137 -1.5584 -0.4773  0.43
N 0.9621 -2.0938 0.6546  -0.31
N -0.4045 -1.9774 0.7570  -0.28
C -1.1527 -2.9823 0.9517  0.18
C -2.5275 -2.8083 0.4954  0.13
C -3.4863 -3.7906 0.6128  -0.17
C -4.6959 -3.6334 -0.0535  -0.11
C -4.8814 -2.5027 -0.8231  -0.19
C -3.8755 -1.5443 -0.8718  0.09
N -2.7178 -1.6742 -0.2316  -0.48
C 2.6972 -1.5589 -0.9160  -0.18
C 3.7426 -2.0433 -0.1222  -0.13
C 5.0302 -2.0342 -0.6092  -0.19
C 5.2937 -1.5480 -1.8938  -0.13
C 4.2759 -1.0653 -2.6899  -0.25
C 2.9781 -1.0704 -2.1913  0.24
H 2.0915 -0.2503 -3.8886  0.44
H -0.0791 -0.0879 -3.1008  0.21
H -0.7625 -3.9417 1.2782  0.25
H -3.2759 -4.6706 1.2058  0.26
H -5.4652 -4.3897 0.0190  0.26
H -5.7929 -2.3440 -1.3811  0.26
H -4.0165 -0.6552 -1.4696  0.21
H 3.5166 -2.4242 0.8643  0.25
H 5.8402 -2.4105 -0.0006  0.25
H 6.3066 -1.5497 -2.2729  0.25
H 4.4773 -0.6892 -3.6853  0.24
C -2.2565 1.4715 -1.8579  -0.22
C -2.7933 1.5499 -0.5650  -0.32
C -2.4392 2.6146 0.2796  -0.17
C -1.5862 3.6044 -0.1775  -0.18
C -1.0767 3.5335 -1.4728  -0.13
C -1.3971 2.4670 -2.3051  -0.19
H -2.5708 0.6836 -2.5345  0.23
H -3.6127 0.9121 -0.2601  0.26
H -2.8805 2.6822 1.2659  0.26
H -1.3400 4.4426 0.4605  0.25
H -0.4378 4.3267 -1.8389  0.24
H -1.0137 2.4356 -3.3169  0.23
F -2.3925 0.0276 1.6877  -0.51
B -4.4990 -0.6191 2.8401  1.48
F -5.0677 -0.5909 1.6390  -0.51
F -3.9843 -1.7561 3.2638  -0.49
F -4.4872 0.4599 3.5796  -0.48
Br 4.2629 1.9914 4.9038  0.14
C 3.5532 2.2800 3.1870  -0.10
C 4.1877 3.1553 2.3119  -0.15
C 3.6731 3.3736 1.0388  -0.20
C 2.5250 2.7198 0.6344  -0.16
C 1.8957 1.8446 1.5224  -0.16
C 2.4029 1.6178 2.8039  -0.17
C 0.7031 1.1370 1.1106  0.80
O 0.0575 0.3411 1.8778  -0.62
O 0.1983 1.2284 -0.0666  -0.68
H 5.0860 3.6673 2.6291  0.25
H 4.1775 4.0598 0.3728  0.24
H 2.1076 2.8782 -0.3511  0.23
H 1.9007 0.9346 3.4746  0.25

Cartesian forces, eV/Å:
0.5 -0.4 -0.5
0.0 0.0 0.0
0.0 0.0 -0.1
-0.1 -0.2 0.2
0.0 0.0 0.1
0.2 0.0 -0.1
0.0 0.2 0.0
-0.2 -0.2 0.2
-0.2 0.0 -0.1
0.1 0.0 0.1
0.0 0.1 -0.1
0.0 0.0 0.0
0.0 0.0 0.0
0.0 -0.1 0.0
0.0 0.0 0.0
0.0 0.0 0.0
0.0 0.0 0.0
0.0 0.0 0.0
-0.1 0.0 0.0
0.0 0.0 0.0
-0.1 0.0 0.0
0.0 0.0 0.0
0.1 0.0 -0.1
0.0 0.0 0.0
0.0 0.0 0.0
0.0 0.0 0.0
0.0 0.0 0.0
0.0 0.0 0.0
0.0 0.0 0.0
0.0 0.0 0.0
0.0 0.0 0.0
-0.1 0.0 0.0
0.0 0.2 -0.1
-0.1 0.1 -0.1
0.0 -0.1 -0.1
0.0 -0.1 0.0
0.0 0.1 0.0
0.0 0.0 0.0
0.0 0.0 0.0
0.0 0.0 0.0
0.0 0.0 0.0
0.0 0.0 0.0
0.0 0.0 0.0
-0.3 0.0 0.3
-0.1 0.0 0.0
0.0 0.0 0.0
0.0 0.0 0.0
0.0 0.0 0.0
0.0 0.0 0.0
0.0 0.0 0.1
0.0 0.0 0.0
0.0 0.0 0.0
0.0 0.0 0.0
0.0 0.0 0.0
0.0 0.0 -0.1
0.2 0.1 0.3
0.1 0.0 -0.1
-0.1 0.4 0.1
0.0 0.0 0.0
0.0 0.0 0.0
0.0 0.0 0.0
0.0 0.0 0.0

=====

Ordered energy results: -678.5422, -3380.8029, -5313.3737; unit a.u..
Ordered HOMO level results: -9.0, -9.2, -13.9; unit eV.
Ordered LUMO level results: -1.32, 0.16, -7.48; unit eV.